Entry 1:
ORCA calculation (the ωB97M-V functional and the def2-TZVPD basis) on one molecule with the formula C6H10O.

Structure (XYZ):
```
17
Properties=species:S:1:pos:R:3:forces:R:3:nbo_charge:R:1
C 2.10523 0.48555 -0.20593 -0.047 0.000 0.003 -0.62
C 0.88237 -0.44120 -0.24593 0.036 -0.104 0.005 -0.20
C -0.01221 -0.71880 1.02022 -0.053 -0.114 0.110 -0.42
C -1.24511 -0.36882 0.18620 0.218 0.097 -0.019 0.24
O -2.40885 -1.12160 0.14596 -0.146 0.041 0.184 -0.69
C -1.17824 1.05235 -0.25747 -0.034 0.145 0.049 -0.46
C -0.38372 -0.00787 -0.99601 0.052 -0.114 -0.265 -0.23
H 2.61308 0.44023 0.76291 -0.101 0.024 -0.076 0.21
H 1.82741 1.52680 -0.40506 -0.019 -0.120 0.177 0.21
H 2.85738 0.21288 -0.96048 -0.315 -0.006 0.111 0.21
H 1.18552 -1.42920 -0.62334 -0.047 0.310 0.049 0.21
H 0.13026 -0.11833 1.92971 0.092 -0.010 -0.278 0.20
H 0.00231 -1.77577 1.29606 0.042 0.108 -0.018 0.22
H -3.01981 -0.78750 0.81556 0.106 -0.046 -0.112 0.47
H -2.06415 1.38421 -0.79588 0.208 -0.048 0.039 0.23
H -0.70640 1.81934 0.35790 0.011 -0.165 -0.107 0.21
H -0.57750 -0.18838 -2.04873 -0.002 0.002 0.148 0.22
```
Forces are in eV/Å.

Computed properties:
Charge = 0
LUMO = 0.942 eV
Relative energy (zero: lowest compared OMol25 entry of this formula, charge and spin) = 1.4060 eV
HOMO energy = -0.35014 Eh



Entry 2:
ORCA calculation (the ωB97M-V functional and the def2-TZVPD basis) on C6H10O as an isolated structure.

Structure (XYZ):
```
17
Properties=species:S:1:pos:R:3:forces:R:3:nbo_charge:R:1
C -0.71744 1.01143 -1.40026 0.005 0.020 -0.077 -0.60
C -0.78803 0.22421 -0.08921 -0.031 0.021 0.046 -0.29
C -0.59165 -1.28875 -0.29281 -0.001 -0.030 -0.019 -0.45
C 0.86780 -1.50171 0.02281 0.055 0.111 0.070 -0.09
C 1.42259 -0.44683 0.62152 -0.053 -0.123 -0.058 -0.29
C 0.42048 0.64551 0.76101 -0.069 -0.238 -0.082 0.39
O 0.74436 1.91521 0.92618 0.060 0.099 -0.076 -0.79
H 0.17801 0.73859 -1.97102 -0.118 0.054 0.087 0.21
H -1.59509 0.79808 -2.01904 0.119 0.023 0.113 0.21
H -0.67496 2.08309 -1.18863 -0.006 -0.154 -0.067 0.24
H -1.71874 0.46584 0.43069 0.131 -0.027 -0.071 0.23
H -0.84802 -1.61382 -1.30779 0.038 0.051 0.135 0.22
H -1.21171 -1.87785 0.39626 0.079 0.069 -0.081 0.23
H 1.38281 -2.43209 -0.20213 -0.063 0.146 0.032 0.22
H 2.44159 -0.33836 0.97460 -0.137 -0.028 -0.050 0.23
H -0.11512 0.33784 2.16565 0.060 0.061 -0.106 -0.07
H 0.22427 1.26529 1.96051 -0.068 -0.056 0.204 0.43
```
Forces are in eV/Å.

Computed properties:
Charge = 0
LUMO = 0.404 eV
Relative energy (zero: lowest compared OMol25 entry of this formula, charge and spin) = 3.8263 eV
HOMO energy = -0.33794 Eh



Entry 3:
ORCA calculation (the ωB97M-V functional and the def2-TZVPD basis) on one molecule with the formula C6H10O at a distorted geometry.

Structure (XYZ):
```
17
Properties=species:S:1:pos:R:3:forces:R:3:nbo_charge:R:1
C -2.12234 -0.59931 -0.44105 -0.038 0.241 -0.518 -0.68
C -1.23767 0.61719 -0.26965 -1.491 -1.032 -0.385 -0.07
C 0.57379 1.56066 0.54960 1.372 1.311 -0.023 -0.31
C 0.21597 0.48496 -0.37574 -0.215 -0.431 0.778 -0.37
C 0.63770 -0.82564 0.32002 0.228 -0.279 -0.103 -0.49
C 2.14646 -0.83019 0.30642 0.154 -0.297 -0.164 0.45
O 2.79486 -1.06701 -0.68422 -0.175 0.073 0.375 -0.52
H -2.09070 -1.40862 0.30162 0.135 0.369 0.092 0.22
H -1.79294 -1.06173 -1.39266 -0.218 -0.035 0.263 0.21
H -3.16950 -0.30244 -0.58243 0.253 -0.075 0.175 0.22
H -1.72646 1.57190 -0.21609 0.137 0.311 -0.313 0.20
H 1.05516 2.45559 0.15414 -0.399 0.044 0.243 0.19
H 0.52501 1.46087 1.62282 -0.087 -0.258 -0.050 0.19
H 0.64254 0.52053 -1.38310 0.061 0.165 0.072 0.23
H 0.23114 -1.70000 -0.19272 0.207 0.004 -0.019 0.23
H 0.26391 -0.80490 1.35292 0.056 -0.077 -0.250 0.21
H 2.64247 -0.55249 1.26220 0.019 -0.035 -0.173 0.11
```
Forces are in eV/Å.

Computed properties:
Charge = 0
LUMO (alpha / beta) = 0.338 / 0.438 eV
Relative energy (zero: lowest compared OMol25 entry of this formula, charge and spin) = 3.8739 eV
HOMO energy (alpha / beta) = -0.28990 / -0.29963 Eh



Entry 4:
ORCA calculation (the ωB97M-V functional and the def2-TZVPD basis) on a 2-piece molecular cluster, C6H10O overall.

Structure (XYZ):
```
17
Properties=species:S:1:pos:R:3:forces:R:3:nbo_charge:R:1
C 0.36922 -0.89378 0.82666 0.043 -0.010 0.022 -0.58
C 1.41040 -0.73618 -0.27141 -0.459 0.152 -0.099 0.32
O 1.23819 0.32874 -1.00651 0.065 -0.319 0.051 -0.49
C 0.26020 1.37109 -0.71007 -0.045 0.138 0.119 -0.14
C -1.16864 0.93887 -0.88234 -0.093 -0.277 0.063 -0.25
C -1.67476 -0.24727 -0.53999 0.123 0.260 -0.075 -0.15
C -0.93321 -1.35836 0.14851 -0.037 -0.069 -0.037 -0.45
H 0.15679 0.01237 1.41273 0.070 -0.100 -0.148 0.21
H 0.71968 -1.65945 1.52507 -0.038 0.086 -0.169 0.23
H 2.65649 0.81124 1.41225 0.187 -0.064 0.046 -0.02
H 2.98023 0.24068 1.05263 0.010 0.186 0.152 0.03
H 0.48746 1.73615 0.29787 -0.121 0.042 -0.123 0.20
H 0.50001 2.16709 -1.41727 -0.029 -0.122 0.086 0.21
H -1.81961 1.66333 -1.36709 0.104 -0.095 0.035 0.21
H -2.71550 -0.44802 -0.79049 0.125 0.045 0.066 0.21
H -0.71656 -2.15601 -0.57783 0.012 0.077 0.095 0.23
H -1.59142 -1.81416 0.89682 0.084 0.069 -0.083 0.23
```
Forces are in eV/Å.

Computed properties:
Charge = 0
LUMO = 0.900 eV
Relative energy (zero: lowest compared OMol25 entry of this formula, charge and spin) = 4.0377 eV
HOMO energy = -0.29740 Eh



Entry 5:
ORCA calculation (the ωB97M-V functional and the def2-TZVPD basis) on one molecule with the formula C6H10O at a distorted geometry.

Structure (XYZ):
```
17
Properties=species:S:1:pos:R:3:forces:R:3:nbo_charge:R:1
C 0.59555 0.75061 1.47305 -0.267 -0.203 1.641 -0.59
C -0.31705 0.18269 0.42457 0.871 0.338 -0.287 0.24
O -1.59754 0.52300 0.94793 0.000 0.073 0.930 -0.71
C -0.21781 -1.33926 0.09549 0.016 0.154 0.039 -0.47
C -0.00928 -1.38059 -1.39798 0.018 0.123 -0.111 -0.18
C 0.17079 -0.17296 -1.92633 -0.173 -0.140 -0.063 -0.19
C 0.11993 0.91731 -0.90093 -0.473 -0.142 0.039 -0.46
H 0.56519 1.84254 1.37346 0.168 -0.197 0.042 0.22
H 1.63175 0.39917 1.34635 -0.357 0.054 0.696 0.22
H 0.03507 0.55347 2.48952 2.196 -0.061 -1.142 0.16
H -1.37019 0.56494 1.93069 -1.394 0.007 -1.994 0.46
H 0.61701 -1.82337 0.62435 -0.124 0.118 -0.072 0.21
H -1.13284 -1.86427 0.39985 0.139 0.223 -0.010 0.23
H -0.00922 -2.30467 -1.96981 0.060 0.107 0.121 0.21
H 0.37864 0.02824 -2.97211 -0.087 -0.090 0.063 0.21
H -0.58229 1.72957 -1.10263 -0.081 -0.090 -0.198 0.23
H 1.12227 1.39358 -0.83548 -0.512 -0.273 0.307 0.21
```
Forces are in eV/Å.

Computed properties:
Charge = 0
LUMO = 0.977 eV
Relative energy (zero: lowest compared OMol25 entry of this formula, charge and spin) = 0.8794 eV
HOMO energy = -0.33854 Eh



Entry 6:
ORCA calculation (the ωB97M-V functional and the def2-TZVPD basis) on a 2-piece molecular cluster, C6H10O overall.

Structure (XYZ):
```
17
Properties=species:S:1:pos:R:3:forces:R:3:nbo_charge:R:1
C 2.47653 0.45491 0.49194 0.013 0.068 0.044 -0.65
C 1.62168 -0.73123 0.15353 -0.114 -0.064 0.017 -0.28
C 0.32731 -0.87715 0.42786 0.145 -0.141 -0.137 0.12
O -0.41913 0.04541 1.09253 0.168 -0.004 -0.041 -0.52
C -1.82017 0.02564 0.84527 -0.208 0.062 0.207 0.05
C -2.38032 0.31236 -0.49237 -0.037 -0.193 -0.002 -0.18
C -2.45475 -0.92406 -0.09397 0.001 0.130 -0.125 -0.21
H 3.42908 0.13000 0.92615 -0.152 0.065 -0.036 0.22
H 1.98034 1.11566 1.20784 0.051 -0.085 -0.114 0.22
H 2.71888 1.04281 -0.40353 -0.039 -0.102 0.131 0.22
H 2.09372 -1.56583 -0.35904 -0.069 0.091 0.090 0.20
H -0.20462 -1.78520 0.14670 0.110 0.112 0.006 0.17
H -2.30870 0.36248 1.75902 0.083 -0.062 -0.140 0.18
H -2.56415 1.05030 -1.25857 0.013 -0.136 0.131 0.23
H -2.73693 -1.94549 -0.30371 -0.006 0.172 0.035 0.23
H 0.24459 1.62792 -0.80733 -0.063 0.072 -0.067 0.01
H -0.18109 2.07221 -1.22556 0.103 0.015 0.001 -0.01
```
Forces are in eV/Å.

Computed properties:
Charge = 0
LUMO = 1.181 eV
Relative energy (zero: lowest compared OMol25 entry of this formula, charge and spin) = 4.0078 eV
HOMO energy = -0.30772 Eh



Entry 7:
ORCA calculation (the ωB97M-V functional and the def2-TZVPD basis) on one molecule with the formula C6H10O.

Structure (XYZ):
```
17
Properties=species:S:1:pos:R:3:forces:R:3:nbo_charge:R:1
C 2.42044 0.03984 0.33834 0.169 -0.008 0.037 -0.63
C 0.93814 0.08330 0.04804 -0.125 -0.089 -0.051 -0.20
C 0.09820 -0.89922 0.39496 0.058 0.052 -0.005 -0.18
C -1.35972 -1.05053 0.05213 -0.112 -0.043 -0.047 -0.44
C -1.97330 0.07450 -0.77997 0.029 0.106 -0.060 -0.62
C 0.61145 1.30892 -0.72161 0.037 0.071 0.279 0.30
O 0.12949 2.24554 0.06149 0.034 -0.168 -0.028 -0.63
H 2.71448 0.85966 1.00497 -0.011 -0.098 -0.096 0.21
H 2.98915 0.16082 -0.59013 -0.064 -0.022 0.138 0.23
H 2.70702 -0.90538 0.80765 -0.106 0.125 -0.066 0.22
H 0.52881 -1.75102 0.92329 -0.014 0.117 -0.044 0.20
H -1.93732 -1.20316 0.97552 0.107 0.061 -0.114 0.21
H -1.46908 -1.99794 -0.49272 0.072 0.104 0.020 0.21
H -2.90601 -0.24856 -1.25039 0.094 0.016 0.094 0.22
H -2.19412 0.95903 -0.17387 0.016 -0.122 -0.079 0.20
H -1.29044 0.39740 -1.58017 -0.214 -0.142 0.131 0.23
H -0.00717 1.92679 0.98244 0.028 0.040 -0.108 0.46
```
Forces are in eV/Å.

Computed properties:
Charge = 0
LUMO = 0.784 eV
Relative energy (zero: lowest compared OMol25 entry of this formula, charge and spin) = 2.7777 eV
HOMO energy = -0.30599 Eh